1.
Computed, not measured: a structure of composition C51H44BF2N4O2PtS4, with ωB97M-V with the def2-TZVPD basis set.

Its charge is +1. The maximum force comes out at 0.6 eV Å⁻¹. The energy relative to the best compared isomer or geometry (same formula, charge and spin) is 0.000 eV. The LUMO energy comes out at -0.0793 Eh.

The geometry in XYZ format:
```
109
C51H44BF2N4O2PtS4, DFT ωB97M-V with the def2-TZVPD basis set
Pt -1.16 -0.65 0.66
C 6.92 0.69 -3.37
C 5.52 0.99 -2.90
C 5.13 2.29 -2.60
C 3.84 2.56 -2.15
C 2.94 1.52 -2.02
C 3.31 0.21 -2.29
C 4.60 -0.04 -2.73
S 1.27 1.85 -1.47
O 0.67 0.53 -1.13
C 0.61 2.45 -3.04
C 0.42 3.85 -3.06
C -0.16 4.46 -4.14
C -0.61 3.69 -5.23
C -1.26 4.29 -6.34
C -1.70 3.53 -7.39
C -1.51 2.14 -7.38
C -0.89 1.52 -6.33
C -0.42 2.28 -5.22
C 0.21 1.66 -4.10
C 0.48 0.20 -4.17
C 1.54 -0.28 -5.00
C 2.39 0.61 -5.71
C 3.41 0.12 -6.48
C 3.64 -1.27 -6.57
C 2.83 -2.14 -5.91
C 1.76 -1.67 -5.11
C 0.91 -2.57 -4.41
C -0.10 -2.11 -3.63
C -0.30 -0.72 -3.53
S -1.53 -0.07 -2.40
O -1.63 -1.17 -1.33
C -3.01 -0.27 -3.35
C -3.68 -1.49 -3.42
C -4.84 -1.58 -4.17
C -5.34 -0.47 -4.85
C -6.61 -0.57 -5.65
C -4.66 0.74 -4.75
C -3.51 0.85 -4.00
H 7.43 1.60 -3.70
H 6.91 -0.02 -4.20
H 7.51 0.25 -2.57
H 5.83 3.10 -2.71
H 3.55 3.58 -1.91
H 2.60 -0.59 -2.14
H 4.89 -1.06 -2.96
H 0.73 4.43 -2.20
H -0.30 5.53 -4.15
H -1.40 5.36 -6.34
H -2.19 4.00 -8.23
H -1.85 1.54 -8.22
H -0.75 0.45 -6.33
H 2.24 1.67 -5.63
H 4.06 0.81 -7.01
H 4.45 -1.64 -7.19
H 2.99 -3.21 -5.98
H 1.10 -3.63 -4.49
H -0.73 -2.78 -3.06
H -3.30 -2.34 -2.87
H -5.36 -2.52 -4.23
H -6.88 -1.61 -5.84
H -6.50 -0.06 -6.61
H -7.44 -0.10 -5.12
H -5.05 1.62 -5.26
H -2.99 1.80 -3.91
C -4.71 -0.17 0.77
N -4.34 0.92 1.66
C -5.06 1.33 2.77
C -4.41 2.41 3.27
N -3.31 2.66 2.47
B -2.38 3.88 2.64
N -0.84 3.43 2.77
C 0.15 4.29 2.38
C 1.35 3.71 2.64
N 1.08 2.49 3.20
C 2.10 1.53 3.60
C -0.26 2.35 3.26
S -1.21 0.96 3.81
C -3.28 1.73 1.49
S -2.10 1.61 0.26
H -5.59 -0.66 1.18
H -3.89 -0.88 0.70
H -4.93 0.22 -0.22
H -5.95 0.83 3.09
H -4.64 3.03 4.11
H -2.68 4.44 3.67
H -2.41 4.59 1.68
H -0.09 5.25 1.94
H 2.35 4.05 2.48
H 3.05 2.06 3.65
H 2.17 0.72 2.88
H 1.88 1.13 4.59
F -1.07 -3.33 1.67
C -0.40 -2.50 0.80
F 0.92 -2.51 1.24
H -0.40 -2.99 -0.18
C -0.71 -0.42 2.49
C -0.21 -0.52 3.68
C 0.66 -1.16 4.66
C 1.69 -1.99 4.25
C 2.51 -2.58 5.19
C 2.30 -2.35 6.55
C 1.27 -1.52 6.96
C 0.45 -0.92 6.02
H 1.84 -2.18 3.19
H 3.31 -3.24 4.88
H 2.94 -2.82 7.28
H 1.10 -1.34 8.01
H -0.36 -0.27 6.33
```

Atom charges from the Löwdin analysis, given in e for atoms 1 to 2:
1. Pt 0.938
2. C -0.042

=====

2.
Computed, not measured: a structure of composition C51H44O6P2PdS in a non-equilibrium geometry, with ωB97M-V with the def2-TZVPD basis set.

Its charge is +2. The maximum force comes out at 2.1 eV Å⁻¹. The LUMO energy comes out at -0.3606 Eh.

The geometry in XYZ format:
```
105
C51H44O6P2PdS, DFT ωB97M-V with the def2-TZVPD basis set
C -4.56 -1.48 2.15
C -4.75 -2.09 0.91
C -3.66 -2.66 0.26
C -2.41 -2.59 0.85
O -1.33 -3.03 0.04
P -0.98 -2.17 -1.31
O 0.13 -3.02 -2.11
C 0.73 -4.22 -1.69
C 0.63 -5.25 -2.60
C 0.88 -6.53 -2.12
C 1.29 -6.67 -0.79
C 1.48 -5.59 0.07
C 1.23 -4.31 -0.40
O -2.28 -2.37 -2.30
C -2.24 -2.61 -3.69
C -3.32 -3.27 -4.26
C -3.21 -3.68 -5.59
C -2.05 -3.40 -6.31
C -1.00 -2.67 -5.74
C -1.13 -2.23 -4.42
Pd 0.00 -0.17 -0.78
P -0.05 0.68 1.37
O -1.46 0.96 2.19
C -1.56 1.36 3.55
C -2.54 2.26 3.92
C -2.61 2.62 5.28
C -1.72 2.08 6.21
C -0.77 1.15 5.81
C -0.73 0.75 4.48
O 0.92 -0.22 2.35
C 2.23 0.13 2.76
C 2.55 -0.03 4.11
C 3.73 0.55 4.57
C 4.56 1.22 3.68
C 4.26 1.29 2.32
C 3.09 0.70 1.85
O 0.68 2.13 1.48
C 0.06 3.35 1.82
C 0.69 4.01 2.86
C 0.04 5.12 3.40
C -1.15 5.55 2.81
C -1.71 4.91 1.70
C -1.07 3.79 1.18
C -0.63 1.53 -1.98
C -1.93 1.35 -2.62
C -3.13 1.66 -1.96
C -4.34 1.65 -2.64
C -4.39 1.24 -3.98
C -3.21 0.82 -4.61
C -2.00 0.89 -3.94
C 0.61 1.04 -2.47
C 1.70 1.08 -1.58
C -2.20 -1.95 2.06
C -3.29 -1.40 2.72
H -5.40 -1.08 2.69
H -5.72 -2.15 0.42
H -3.75 -3.09 -0.74
H 0.26 -4.98 -3.60
H 0.74 -7.36 -2.81
H 1.50 -7.67 -0.43
H 1.81 -5.69 1.11
H 1.35 -3.40 0.20
H -4.18 -3.46 -3.62
H -4.06 -4.22 -6.04
H -1.97 -3.74 -7.34
H -0.07 -2.44 -6.28
H -0.33 -1.63 -3.97
H -3.21 2.64 3.15
H -3.38 3.35 5.57
H -1.79 2.39 7.25
H -0.03 0.70 6.47
H -0.04 -0.03 4.19
H 1.84 -0.54 4.76
H 3.96 0.48 5.64
H 5.48 1.67 4.04
H 4.89 1.83 1.60
H 2.82 0.73 0.78
H 1.62 3.57 3.22
H 0.48 5.59 4.27
H -1.65 6.42 3.22
H -2.65 5.24 1.25
H -1.48 3.24 0.31
H -0.55 2.29 -1.19
H -3.08 1.96 -0.91
H -5.25 1.97 -2.13
H -5.33 1.25 -4.52
H -3.23 0.45 -5.64
H -1.07 0.61 -4.44
H 0.69 0.55 -3.44
H 1.77 1.93 -0.90
H 2.61 0.51 -1.76
H -1.16 -1.87 2.44
H -3.14 -0.94 3.71
S 3.82 3.15 -2.86
C 5.06 2.46 -2.01
C 5.33 1.07 -2.12
C 6.33 0.49 -1.37
C 7.12 1.27 -0.51
C 6.87 2.65 -0.40
C 5.86 3.24 -1.13
H 4.71 0.49 -2.80
H 6.50 -0.58 -1.46
H 7.91 0.81 0.07
H 7.47 3.26 0.27
H 5.63 4.30 -1.05
```

Atom charges from the Löwdin analysis, given in e for atoms 1 to 2:
1. C -0.067
2. C -0.052

=====

| no. | energy (Ha) |
| --- | --- |
| 1 | -4275.83708 |
| 2 | -3629.49288 |